Computed, not measured: a structure of composition C36H35N3O2PtS, with ωB97M-V/def2-TZVPD.

XYZ file:
```
78
Properties=species:S:1:pos:R:3:lowdin_charge:R:1
Pt 0.091 0.312 -0.452 0.964
O -1.380 1.676 -0.445 -0.387
C -2.255 1.800 0.621 -0.495
C -1.439 1.908 1.935 -0.067
C -0.866 0.595 2.362 -0.246
C -1.392 -0.105 3.433 -0.004
C -0.742 -1.236 3.883 -0.026
C 0.427 -1.626 3.259 -0.025
C 0.890 -0.926 2.157 -0.235
C 2.207 -1.255 1.515 -0.051
C 2.198 -1.803 0.069 -0.493
O 1.638 -0.907 -0.821 -0.407
C 1.526 -3.176 -0.103 -0.149
C 1.101 -3.996 0.933 -0.035
C 0.551 -5.251 0.673 -0.083
C 0.425 -5.700 -0.629 -0.098
C 0.838 -4.880 -1.677 -0.073
C 1.374 -3.631 -1.413 -0.016
C 3.701 -1.969 -0.266 -0.143
C 4.372 -0.951 -0.932 -0.028
C 5.728 -1.059 -1.221 -0.081
C 6.436 -2.187 -0.830 -0.099
C 5.779 -3.200 -0.145 -0.079
C 4.421 -3.093 0.134 -0.021
N 0.230 0.161 1.704 0.044
C -3.024 3.104 0.348 -0.150
C -4.170 3.083 -0.445 -0.020
C -4.807 4.261 -0.812 -0.077
C -4.296 5.488 -0.410 -0.099
C -3.140 5.523 0.357 -0.087
C -2.509 4.340 0.728 -0.035
C -3.240 0.628 0.801 -0.175
C -4.325 0.778 1.670 -0.052
C -5.234 -0.251 1.863 -0.083
C -5.070 -1.459 1.194 -0.097
C -3.989 -1.623 0.342 -0.069
C -3.082 -0.585 0.146 -0.025
H -2.066 2.328 2.724 0.130
H -0.607 2.580 1.731 0.121
H -2.285 0.259 3.923 0.121
H -1.119 -1.785 4.736 0.116
H 1.005 -2.448 3.657 0.112
H 2.768 -1.943 2.149 0.127
H 2.770 -0.323 1.440 0.136
H 1.199 -3.677 1.960 0.082
H 0.227 -5.876 1.497 0.099
H 0.014 -6.682 -0.830 0.098
H 0.744 -5.219 -2.702 0.101
H 1.686 -2.982 -2.223 0.122
H 3.812 -0.070 -1.208 0.079
H 6.236 -0.260 -1.750 0.095
H 7.494 -2.276 -1.051 0.099
H 6.323 -4.082 0.172 0.102
H 3.914 -3.895 0.658 0.117
H -4.566 2.132 -0.779 0.123
H -5.704 4.217 -1.419 0.102
H -4.793 6.408 -0.694 0.098
H -2.721 6.474 0.667 0.099
H -1.605 4.400 1.321 0.107
H -4.463 1.723 2.187 0.123
H -6.078 -0.107 2.528 0.100
H -5.786 -2.260 1.335 0.098
H -3.853 -2.560 -0.185 0.103
H -2.261 -0.722 -0.538 0.075
C -0.456 3.540 -2.783 -0.072
N 0.895 2.969 -2.837 -0.011
C 1.129 1.660 -2.790 -0.783
S -0.126 0.480 -2.860 0.686
N 2.390 1.248 -2.797 -0.045
C 3.551 2.110 -2.795 -0.065
H -0.376 4.617 -2.916 0.087
H -0.944 3.307 -1.837 0.058
H -1.059 3.122 -3.585 0.076
H 1.647 3.575 -2.550 0.122
H 2.501 0.249 -2.679 0.097
H 3.509 2.815 -3.629 0.092
H 4.437 1.494 -2.913 0.082
H 3.647 2.671 -1.859 0.096
```

Lowest unoccupied orbital energy   0.071 eV
Max |F|   1.145 eV Å⁻¹
Charge   0
Highest occupied orbital energy   -7.377 eV
E   -60548.510 eV

***

Computed, not measured: a structure of composition C36H36AsCl3OSSb2V, with ωB97M-V/def2-TZVPD.

XYZ file:
```
81
Properties=species:S:1:pos:R:3:lowdin_spin:R:1
V -0.293 0.222 0.085 2.779
C -0.168 2.221 -4.155 -0.001
Sb -1.030 2.290 -2.208 0.008
C -2.559 0.827 -2.555 0.015
C -2.278 4.060 -2.589 0.000
C -3.750 3.778 -2.694 0.000
C -4.282 3.396 -3.925 0.000
C -5.621 3.079 -4.075 0.000
C -6.467 3.150 -2.975 0.000
C -5.956 3.543 -1.748 0.000
C -4.607 3.857 -1.583 0.000
C -4.094 4.252 -0.228 0.006
Sb -3.132 2.643 0.852 0.018
C -2.551 3.943 2.457 0.001
C -4.939 1.920 1.725 0.002
H -0.872 1.751 -4.839 0.000
H 0.757 1.647 -4.142 0.000
H 0.040 3.240 -4.481 0.000
H -2.628 0.628 -3.624 0.001
H -3.519 1.199 -2.199 0.000
H -2.321 -0.104 -2.041 0.007
H -1.898 4.440 -3.538 0.000
H -2.045 4.798 -1.824 0.000
H -3.619 3.341 -4.783 0.000
H -6.004 2.782 -5.043 0.000
H -7.518 2.912 -3.075 0.000
H -6.616 3.616 -0.891 0.000
H -4.905 4.577 0.426 0.001
H -3.361 5.056 -0.282 0.000
H -3.006 3.597 3.385 0.000
H -2.904 4.949 2.227 0.000
H -1.471 3.971 2.587 0.000
H -5.403 2.719 2.305 0.000
H -4.722 1.075 2.374 0.000
H -5.618 1.594 0.938 0.000
S -0.948 -1.781 1.007 0.013
C 0.158 -1.978 2.402 0.017
C 0.450 -3.271 2.835 0.001
C 1.262 -3.485 3.936 0.000
C 1.784 -2.411 4.643 0.001
C 1.497 -1.120 4.224 0.001
C 0.716 -0.899 3.096 0.011
As 0.150 0.853 2.442 0.040
C -1.080 1.241 3.891 0.002
C -0.811 2.186 4.870 -0.001
C -1.715 2.385 5.907 0.000
C -2.886 1.644 5.963 -0.001
C -3.151 0.694 4.984 0.000
C -2.250 0.487 3.949 0.000
C 1.572 2.151 2.696 0.002
C 1.751 3.042 1.641 0.006
C 2.754 4.002 1.688 0.001
C 3.596 4.074 2.787 0.000
C 3.424 3.191 3.845 0.000
C 2.417 2.238 3.801 0.000
H 0.026 -4.108 2.297 0.000
H 1.477 -4.499 4.250 0.000
H 2.404 -2.575 5.514 0.000
H 1.884 -0.294 4.800 0.000
H 0.087 2.787 4.826 0.000
H -1.504 3.125 6.669 0.000
H -3.591 1.804 6.769 0.000
H -4.061 0.109 5.028 0.000
H -2.450 -0.270 3.197 0.001
H 1.114 2.986 0.763 0.006
H 2.883 4.684 0.858 0.000
H 4.385 4.813 2.822 0.000
H 4.075 3.244 4.709 0.000
H 2.294 1.579 4.647 0.000
Cl 4.850 -3.917 -2.979 0.000
C 3.601 -2.780 -2.542 0.000
C 3.719 -2.054 -1.373 0.001
C 2.718 -1.158 -1.046 0.002
Cl 2.870 -0.250 0.434 0.028
C 1.593 -0.953 -1.846 0.010
O 0.649 -0.071 -1.531 0.021
C 1.519 -1.716 -3.010 0.000
Cl 0.131 -1.549 -4.047 0.000
C 2.503 -2.621 -3.366 0.000
H 4.572 -2.181 -0.722 0.000
H 2.406 -3.196 -4.275 0.000
```

Lowest unoccupied orbital energy (alpha / beta)   0.385 / 0.406 eV
Expectation value of S²   3.7643
Max |F|   1.263 eV Å⁻¹
Charge   0
Highest occupied orbital energy (alpha / beta)   -7.398 / -7.839 eV
E   -187967.487 eV
Multiplicity   4

***

Computed, not measured: a structure of composition C36H36FGaN5O2S2, with ωB97M-V/def2-TZVPD.

XYZ file:
```
83
Properties=species:S:1:pos:R:3:lowdin_charge:R:1
Ga 9.209 13.298 13.180 0.419
C 6.278 11.614 14.636 -0.188
C 7.608 10.854 14.680 -0.158
C 8.181 10.582 13.245 -0.226
N 8.525 11.730 12.484 -0.038
C 8.584 11.776 11.128 -0.199
C 8.242 10.586 10.459 0.004
C 7.971 10.527 8.994 -0.092
C 8.330 11.298 7.949 -0.158
C 9.007 12.519 8.044 -0.143
C 9.249 13.282 9.123 -0.024
C 8.766 13.201 10.601 -0.396
N 9.725 13.886 11.510 -0.057
C 11.129 13.469 11.237 -0.247
C 12.065 14.037 12.323 -0.159
C 12.019 13.337 13.737 -0.192
N 10.762 13.584 14.306 0.005
C 10.454 13.969 15.479 -0.179
C 11.399 14.015 16.596 0.013
C 11.376 14.386 17.896 -0.106
C 10.319 14.967 18.572 -0.092
C 8.976 15.118 18.109 -0.045
C 8.468 14.720 16.874 -0.058
C 9.047 14.287 15.759 -0.173
N 8.264 14.060 14.624 -0.006
C 6.835 14.128 14.765 -0.257
C 6.282 12.919 15.421 -0.212
H 5.396 11.065 15.013 0.115
H 6.030 11.742 13.566 0.120
H 7.575 9.833 15.153 0.109
H 8.437 11.360 15.262 0.113
H 7.557 9.942 12.644 0.088
H 9.103 9.958 13.490 0.140
H 8.011 9.688 10.963 0.068
H 7.441 9.664 8.745 0.068
H 7.896 10.965 6.977 0.101
H 9.356 12.858 7.103 0.084
H 9.877 14.165 8.835 0.120
H 11.453 13.828 10.249 0.103
H 11.309 12.403 11.192 0.114
H 11.769 15.163 12.393 0.141
H 13.088 14.032 11.890 0.108
H 12.897 13.731 14.330 0.123
H 12.173 12.240 13.684 0.143
H 12.360 13.487 16.360 0.115
H 12.271 14.173 18.418 0.098
H 10.397 15.309 19.609 0.093
H 8.337 15.744 18.783 0.118
H 7.421 14.781 17.006 0.089
H 6.418 14.251 13.758 0.115
H 6.587 15.073 15.218 0.108
H 5.214 13.199 15.581 0.115
H 6.668 12.760 16.519 0.150
O 7.390 5.177 13.978 -0.315
S 7.441 6.514 14.471 0.566
O 6.517 7.396 13.780 -0.336
N 8.938 7.056 14.581 -0.150
C 9.316 7.411 15.820 -0.878
S 10.752 8.182 16.194 0.489
C 8.169 7.039 16.864 -0.212
C 8.244 7.154 18.244 -0.028
C 7.099 6.713 18.943 -0.068
C 5.960 6.213 18.278 -0.083
C 5.954 6.179 16.897 -0.060
C 7.058 6.587 16.206 -0.241
H 9.172 7.506 18.564 0.065
H 7.036 6.741 20.039 0.095
H 5.080 5.982 18.816 0.083
H 5.123 5.771 16.387 0.106
F 7.722 19.297 8.839 0.029
C 7.530 18.013 9.240 -0.315
C 7.043 17.074 8.380 -0.025
C 7.112 15.777 8.819 -0.035
C 7.492 15.428 10.136 -0.184
C 7.439 13.998 10.735 -0.050
C 7.917 16.469 10.956 -0.021
C 8.007 17.784 10.485 -0.006
H 6.799 17.416 7.360 0.129
H 6.806 14.975 8.143 0.119
H 6.539 13.464 10.428 0.134
H 7.419 14.123 11.863 0.081
H 8.204 16.268 11.978 0.103
H 8.338 18.594 11.092 0.110
```

Lowest unoccupied orbital energy   1.450 eV
Max |F|   5.231 eV Å⁻¹
Charge   -1
Highest occupied orbital energy   -4.476 eV
E   -126224.622 eV

***

Q: Which value of charge does entry 1 give?
A: 0

***

Q: What is the max |F| in the second record?
A: 1.263 eV Å⁻¹

***

Q: The highest E belongs to which entry?
A: C36H35N3O2PtS

***

Q: Among the records above, which one has the lowest charge?
A: C36H36FGaN5O2S2